1.
Molecular formula: C17H32IInN3O4Se
Method: DFT, ωB97M-V with the def2-TZVPD basis set

## Properties
LUMO energy ... -2.27 eV
Strongest force on any atom ... 0.510 eV Å⁻¹
Orbital gap ... 7.430 eV
E_HOMO ... -9.70 eV
Energy above the lowest of the compared OMol25 structures with the same formula, charge and spin ... 18.1 kcal per mole
Charge ... +1

Each line ends with the Löwdin charge.
CARTESIAN COORDINATES (ANGSTROEM)
In (0.4141, -1.0427, 0.6860)  0.474
C (-1.5505, -0.0685, -2.5295)  -0.159
C (-0.2186, 0.5713, -2.8547)  -0.144
O (0.3121, 1.3435, -1.7922)  -0.180
C (-0.1787, 2.6594, -1.6216)  -0.152
C (-1.4711, 2.7450, -0.8171)  -0.166
O (-1.4336, 1.8289, 0.2685)  -0.159
C (-2.7320, 1.5765, 0.7777)  -0.166
C (-2.7175, 0.4385, 1.7810)  -0.136
O (-2.0315, -0.7398, 1.3765)  -0.249
C (-2.7430, -1.6631, 0.5473)  -0.174
C (-2.7734, -1.2412, -0.9075)  -0.160
O (-1.4793, -0.8006, -1.3118)  -0.208
H (-1.8328, -0.7330, -3.3551)  0.146
H (-2.3357, 0.6892, -2.4398)  0.118
H (-0.3321, 1.1800, -3.7585)  0.142
H (0.5270, -0.1956, -3.0527)  0.113
H (-0.3382, 3.1412, -2.5920)  0.139
H (0.6163, 3.2109, -1.1150)  0.132
H (-2.3382, 2.5289, -1.4483)  0.119
H (-1.5892, 3.7704, -0.4475)  0.141
H (-3.4068, 1.3557, -0.0551)  0.118
H (-3.1268, 2.4654, 1.2853)  0.144
H (-3.7558, 0.1927, 2.0246)  0.144
H (-2.2314, 0.7612, 2.7017)  0.117
H (-3.7656, -1.7882, 0.9129)  0.144
H (-2.2020, -2.6013, 0.6650)  0.051
H (-3.4893, -0.4312, -1.0765)  0.118
H (-3.0951, -2.0946, -1.5148)  0.147
N (0.3059, -0.6212, 3.1381)  -0.047
C (0.3613, 0.5381, 4.0396)  -0.238
C (1.7617, 1.1262, 4.0635)  -0.185
C (2.1528, 1.9682, 2.8490)  -0.177
C (2.5455, 1.2459, 1.5643)  -0.245
N (1.4073, 0.9101, 0.6531)  -0.030
H (-0.5679, -1.1343, 3.2252)  0.057
H (1.0106, -1.3095, 3.3978)  0.056
H (0.0571, 0.2644, 5.0528)  0.122
H (-0.3431, 1.2946, 3.6829)  0.105
H (2.4820, 0.3096, 4.1854)  0.123
H (1.8662, 1.7479, 4.9536)  0.119
H (3.0245, 2.5602, 3.1345)  0.119
H (1.3673, 2.7004, 2.6252)  0.120
H (3.1123, 0.3383, 1.7735)  0.092
H (3.1989, 1.9060, 0.9929)  0.108
H (1.7039, 1.0107, -0.3163)  0.032
H (0.6487, 1.5822, 0.7677)  0.071
Se (0.4126, -3.3660, 1.2094)  0.106
I (4.2494, -0.5138, -1.1475)  1.004
C (2.9419, -1.8311, -2.1182)  -0.761
C (3.4346, -2.5859, -3.1738)  -0.121
C (2.5602, -3.4522, -3.8041)  -0.041
C (1.2519, -3.5363, -3.3490)  -0.031
C (0.8697, -2.7458, -2.2838)  -0.181
N (1.7000, -1.8856, -1.6775)  -0.046
H (4.4657, -2.4956, -3.4816)  0.098
H (2.8999, -4.0592, -4.6327)  0.119
H (0.5421, -4.2160, -3.7984)  0.115
H (-0.1242, -2.8095, -1.8626)  0.080

2.
Molecular formula: C17H32NOPPt
Method: DFT, ωB97M-V with the def2-TZVPD basis set

## Properties
LUMO energy (spin up / spin down) ... -0.15 / -0.54 eV
Strongest force on any atom ... 2.676 eV Å⁻¹
Orbital gap (spin up / spin down) ... 6.325 / 7.108 eV
Multiplicity ... 3
E_HOMO (spin up / spin down) ... -6.48 / -7.65 eV
Energy above the lowest of the compared OMol25 structures with the same formula, charge and spin ... 48.2 kcal per mole

Each line ends with the Löwdin spin population.
CARTESIAN COORDINATES (ANGSTROEM)
C (-1.1020, 4.5485, 1.0634)  -0.002
C (-1.8125, 3.3947, 1.4063)  0.012
C (-1.3743, 2.1197, 1.0106)  0.042
C (-0.0684, 2.0463, 0.4366)  0.270
C (0.5667, 3.2140, -0.0269)  0.045
C (0.0788, 4.4750, 0.3232)  0.010
C (-2.4132, 1.0855, 1.3604)  0.007
C (-2.7057, -0.2808, 0.6811)  0.002
N (-3.3600, -0.4084, -0.6251)  0.000
Pt (1.4087, 0.5771, 0.5159)  0.911
C (1.8266, 3.1522, -0.8345)  0.028
P (2.0030, 1.4002, -1.4145)  0.203
H (-2.7449, 3.4587, 1.9658)  0.002
H (0.6477, 5.3517, 0.0116)  0.002
H (-1.4815, 5.5056, 1.3786)  0.000
H (2.7125, 3.3817, -0.2259)  0.000
H (1.8288, 3.8072, -1.7123)  0.005
H (-2.2635, 0.8014, 2.4230)  0.001
H (-3.3899, 1.6018, 1.3487)  0.000
H (-1.7973, -0.9002, 0.7558)  0.002
C (3.7340, 0.9915, -1.6854)  0.044
C (1.2856, 1.5210, -3.0920)  0.042
H (-3.4514, -0.7740, 1.3415)  0.000
C (-3.3695, 0.7830, -1.4677)  0.000
C (-2.8957, -1.6095, -1.3096)  0.000
H (1.1391, -0.9561, 0.1933)  0.132
H (-4.3976, 1.0057, -1.7750)  0.000
H (-2.9770, 1.6339, -0.9120)  0.000
H (-2.7783, 0.6409, -2.3818)  0.000
H (-3.7284, -2.3066, -1.4451)  0.000
H (-2.4816, -1.3748, -2.3001)  0.000
H (-2.1422, -2.1274, -0.7050)  0.000
H (1.8927, 2.2038, -3.7115)  0.010
H (1.2675, 0.5349, -3.5616)  0.001
H (0.2681, 1.9166, -3.0404)  0.000
H (4.2364, 1.8011, -2.2172)  0.010
H (4.1937, 0.8093, -0.7099)  0.005
H (3.7673, 0.0717, -2.2824)  0.001
H (0.6104, -1.8897, 0.3112)  0.042
C (1.9347, -2.6041, 2.3058)  0.038
C (1.0761, -3.4170, 1.3404)  0.006
C (1.9624, -3.9366, 0.2130)  0.005
C (0.4362, -4.5903, 2.0715)  0.004
O (0.0376, -2.6039, 0.7773)  0.072
H (2.7459, -3.2282, 2.7046)  0.001
H (1.3198, -2.2186, 3.1278)  0.002
H (2.3810, -1.7382, 1.7938)  0.038
H (2.7902, -4.5340, 0.6117)  0.000
H (1.3745, -4.5478, -0.4852)  0.000
H (2.3785, -3.0822, -0.3358)  0.005
H (-0.2157, -4.2704, 2.8815)  0.000
H (-0.1644, -5.2097, 1.4066)  0.000
H (1.2107, -5.2256, 2.4960)  0.000

3.
Molecular formula: C17H32NPRe
Method: DFT, ωB97M-V with the def2-TZVPD basis set

## Properties
LUMO energy (spin up / spin down) ... -8.42 / -10.05 eV
Strongest force on any atom ... 4.887 eV Å⁻¹
Orbital gap (spin up / spin down) ... 6.629 / 5.426 eV
Multiplicity ... 4
E_HOMO (spin up / spin down) ... -15.05 / -15.47 eV
Charge ... +2

Each line ends with the Löwdin spin population.
CARTESIAN COORDINATES (ANGSTROEM)
C (0.4782, 3.1093, -2.6055)  0.053
C (-0.8056, 2.7222, -2.2380)  -0.006
C (-1.0131, 1.5444, -1.5032)  0.048
C (0.0923, 0.7765, -1.0441)  -0.002
C (1.3942, 1.1763, -1.4521)  0.037
C (1.5706, 2.3351, -2.2199)  -0.006
C (-2.4260, 1.1510, -1.2573)  0.008
C (-2.6694, -0.2363, -0.6599)  0.028
N (-1.9536, -1.3569, -1.3034)  0.329
Re (-0.1445, -0.5631, 0.5531)  1.705
C (2.5784, 0.4084, -0.9394)  0.033
P (1.9513, -1.0665, 0.0463)  0.067
H (-1.6629, 3.3359, -2.5385)  -0.001
H (2.5761, 2.6534, -2.4903)  -0.001
H (0.6220, 4.0142, -3.1926)  0.003
H (3.2156, 1.0232, -0.2782)  0.002
H (3.1995, -0.0101, -1.7335)  0.003
H (-2.8724, 1.8660, -0.5636)  0.003
H (-3.0137, 1.2382, -2.1842)  0.001
H (-2.3828, -0.2820, 0.4268)  0.013
C (3.3515, -1.5207, 1.1248)  0.000
C (2.0862, -2.3209, -1.2779)  0.038
H (-3.7495, -0.4482, -0.6924)  0.011
C (-1.5304, -1.2174, -2.7056)  0.024
C (-2.6429, -2.6546, -1.0816)  0.016
H (0.8064, -0.9665, 1.8925)  0.020
H (-2.1279, -1.8984, -3.3323)  0.007
H (-1.6383, -0.1882, -3.0676)  0.003
H (-0.4672, -1.4924, -2.8165)  0.009
H (-2.9738, -3.0744, -2.0334)  0.001
H (-1.9684, -3.3793, -0.5910)  0.013
H (-3.5234, -2.5222, -0.4227)  0.001
H (3.1476, -2.4788, -1.4899)  0.003
H (1.6232, -3.2473, -0.9263)  0.004
H (1.5735, -1.9537, -2.1780)  0.002
H (4.3014, -1.2714, 0.6342)  -0.001
H (3.2742, -0.9852, 2.0798)  0.000
H (3.3079, -2.6050, 1.3030)  0.000
H (-0.5360, -2.0816, -0.1989)  0.219
C (-1.3571, 0.3768, 3.6764)  0.011
C (-0.1679, 1.2315, 3.2451)  0.026
C (1.1024, 0.9245, 4.0517)  0.003
C (0.0815, 1.1665, 1.6983)  0.204
H (-1.2920, -0.6437, 3.2668)  0.005
H (-2.2960, 0.8391, 3.3281)  0.000
H (-1.3915, 0.3072, 4.7707)  0.000
H (-0.4176, 2.2839, 3.4217)  0.009
H (1.4370, -0.1113, 3.9046)  0.000
H (1.9197, 1.6044, 3.7604)  0.000
H (0.9106, 1.0659, 5.1208)  0.001
H (1.0714, 1.5910, 1.4986)  0.030
H (-0.6488, 1.8308, 1.2144)  0.023

4.
Molecular formula: C17H33Br2N2O6P
Method: DFT, ωB97M-V with the def2-TZVPD basis set

## Properties
LUMO energy ... 0.05 eV
Strongest force on any atom ... 6.372 eV Å⁻¹
Orbital gap ... 9.356 eV
E_HOMO ... -9.31 eV

Each line ends with the natural charge from an NBO analysis.
CARTESIAN COORDINATES (ANGSTROEM)
C (3.0191, -2.3918, 1.2576)  -0.649
C (1.5598, -3.0112, 1.0638)  -0.071
O (1.1482, -3.1866, -0.3036)  -0.555
C (0.7407, -1.9091, -0.9014)  -0.140
C (-0.8504, -1.9484, -1.0140)  0.032
C (-1.6028, -1.5523, 0.3632)  -0.065
O (-1.5137, -0.1443, 0.6459)  -0.573
C (-1.7835, 0.1559, 2.0282)  0.105
C (-2.7761, 1.4267, 2.1590)  -0.425
C (-3.7935, 1.5536, 0.9337)  -0.620
C (-0.3804, 0.6551, 2.6688)  -0.419
C (0.4050, 1.6704, 1.7021)  -0.418
C (1.2539, 2.7804, 2.4745)  -0.416
C (2.4723, 3.2315, 1.5181)  -0.218
N (2.1352, 3.1960, 0.0585)  -0.661
C (1.5697, 4.4444, -0.4108)  0.683
C (2.0459, 5.0850, -1.8050)  -0.725
O (0.6726, 5.0532, 0.2176)  -0.592
N (-1.4636, -1.1036, -2.0727)  -0.945
P (-0.4995, 0.2354, -2.6093)  2.364
O (-1.4548, 1.1839, -3.3736)  -1.113
O (0.6963, -0.1903, -3.7753)  -0.977
O (0.1769, 1.1490, -1.3649)  -0.941
C (-1.2453, -3.5044, -1.2545)  -0.055
Br (-2.1695, -4.5901, 0.1506)  0.061
C (-0.9445, -4.2115, -2.4354)  -0.090
C (-1.3412, -5.7641, -2.6022)  -0.662
Br (0.0099, -3.4021, -3.9562)  0.049
H (3.8071, -3.1482, 0.9566)  0.219
H (3.1494, -2.2331, 2.3894)  0.214
H (3.1190, -1.3899, 0.7301)  0.208
H (0.8453, -2.4091, 1.7106)  0.167
H (1.5855, -4.0637, 1.5252)  0.197
H (1.1342, -1.0615, -0.2327)  0.222
H (1.2969, -1.8531, -1.8884)  0.232
H (-1.2247, -2.1351, 1.2595)  0.193
H (-2.7112, -1.7852, 0.1669)  0.194
H (-2.2190, -0.7038, 2.6275)  0.188
H (-3.4127, 1.3316, 3.1040)  0.207
H (-2.2121, 2.4123, 2.2272)  0.209
H (-4.3687, 0.5776, 0.7599)  0.202
H (-4.5751, 2.3606, 1.1773)  0.207
H (-3.2909, 1.8998, -0.0279)  0.231
H (-0.5711, 1.1605, 3.6839)  0.206
H (0.3204, -0.2386, 2.8279)  0.192
H (-0.3496, 2.2092, 1.0406)  0.228
H (1.0657, 1.0219, 1.0248)  0.209
H (1.6767, 2.3309, 3.4346)  0.201
H (0.6173, 3.6860, 2.7754)  0.226
H (3.3562, 2.5208, 1.6793)  0.201
H (2.7788, 4.2990, 1.7726)  0.199
H (2.9987, 2.9683, -0.4644)  0.380
H (1.5413, 4.5331, -2.6755)  0.239
H (1.7839, 6.1990, -1.8034)  0.257
H (3.1652, 4.9488, -1.9408)  0.215
H (-1.8925, -1.6360, -2.8358)  0.440
H (0.1542, -0.3193, -4.5853)  0.510
H (0.5678, 1.9466, -1.7862)  0.522
H (-0.6103, -6.3655, -1.9786)  0.240
H (-2.4295, -5.9069, -2.3280)  0.244
H (-1.1836, -6.0678, -3.6890)  0.232

Q: The lowest strongest force on any atom belongs to which entry?
A: C17H32IInN3O4Se